# 1
The following is a DFT calculation (wB97M-V/def2-TZVPD) of the molecule C26H23ClN2O4.

The value obtained for the maximum force is 0.75 eV/A. The value obtained for the HOMO energy is -7.91 eV. The HOMO-LUMO gap is 7.96 eV. Its SMILES is COc1ccc(NC(=O)Cc2c(C)n(C(=O)c3ccc(Cl)cc3)c3ccc(OC)cc23)cc1.

The geometry in XYZ format:
```
56
Properties=species:S:1:pos:R:3:nbo_charge:R:1
C 4.244 6.167 3.131 -0.25
H 4.140 6.867 3.960 0.20
O 3.436 5.064 3.461 -0.49
C 3.383 4.016 2.591 0.28
C 2.577 2.944 2.978 -0.24
C 2.456 1.834 2.173 -0.22
C 3.136 1.762 0.957 0.11
C 3.935 2.829 0.569 -0.17
C 4.058 3.945 1.378 -0.31
H 4.689 4.754 1.045 0.22
H 4.462 2.784 -0.369 0.25
N 2.982 0.602 0.189 -0.61
C 3.491 0.307 -1.034 0.69
O 4.201 1.032 -1.692 -0.61
C 3.100 -1.100 -1.504 -0.52
C 1.683 -1.445 -1.199 -0.10
C 1.196 -2.199 -0.175 0.21
N -0.205 -2.224 -0.230 -0.43
C -1.021 -2.887 0.672 0.69
O -0.640 -3.839 1.316 -0.55
C -2.382 -2.314 0.860 -0.18
C -3.463 -3.176 1.020 -0.14
C -4.725 -2.675 1.276 -0.24
C -4.899 -1.305 1.402 -0.02
C -3.824 -0.436 1.281 -0.26
C -2.568 -0.941 1.008 -0.10
H -1.730 -0.266 0.914 0.22
H -3.972 0.626 1.399 0.23
Cl -6.471 -0.672 1.726 0.02
H -5.568 -3.339 1.384 0.23
H -3.303 -4.239 0.932 0.23
C -0.602 -1.500 -1.357 0.10
C -1.839 -1.321 -1.948 -0.20
C -1.915 -0.570 -3.108 -0.30
C -0.774 -0.011 -3.693 0.30
C 0.477 -0.231 -3.128 -0.26
C 0.560 -0.988 -1.972 0.01
H 1.353 0.181 -3.601 0.23
O -0.784 0.745 -4.827 -0.49
C -2.009 0.989 -5.472 -0.25
H -2.480 0.060 -5.811 0.17
H -1.766 1.604 -6.337 0.20
H -2.705 1.535 -4.826 0.17
H -2.883 -0.432 -3.561 0.22
H -2.738 -1.754 -1.540 0.23
C 1.937 -2.885 0.915 -0.66
H 2.995 -2.638 0.866 0.22
H 1.822 -3.965 0.834 0.25
H 1.550 -2.598 1.893 0.23
H 3.784 -1.805 -1.026 0.24
H 3.274 -1.140 -2.580 0.25
H 2.381 -0.099 0.602 0.40
H 1.830 1.010 2.488 0.20
H 2.056 3.007 3.920 0.22
H 5.296 5.880 3.031 0.18
H 3.909 6.650 2.207 0.18
```


# 2
The following is a DFT calculation (wB97M-V/def2-TZVPD) of a structure of composition C26H24AuN2O4P.

The value obtained for the maximum force is 0.79 eV/A. The value obtained for the HOMO energy is -15.02 eV. The HOMO-LUMO gap is 6.40 eV. The total charge is +2. For the relative energy (zero: lowest compared OMol25 entry of this formula, charge and spin), the calculation gives 73.3 kJ/mol.

The geometry in XYZ format:
```
58
Properties=species:S:1:pos:R:3:nbo_charge:R:1
Au -0.006 0.136 2.191 1.11
O -0.168 -5.471 -2.268 -0.72
C -1.373 -5.152 -1.612 -0.10
C -1.133 -3.971 -0.715 0.07
C -2.062 -3.605 0.250 -0.22
C -1.803 -2.505 1.044 0.06
N -0.686 -1.783 0.921 -0.58
C 0.222 -2.135 0.007 0.24
C 0.030 -3.218 -0.831 -0.23
C 1.466 -1.305 -0.024 0.19
C 2.479 -1.542 -0.934 -0.22
C 3.655 -0.804 -0.885 0.10
C 4.768 -1.071 -1.855 -0.10
O 4.297 -1.945 -2.851 -0.71
C 3.782 0.172 0.097 -0.24
C 2.740 0.382 0.964 0.07
N 1.604 -0.335 0.908 -0.54
H -0.280 -6.282 -2.778 0.50
H -1.755 -5.983 -1.014 0.20
H -2.158 -4.877 -2.327 0.20
H -2.973 -4.173 0.395 0.25
H -2.496 -2.198 1.817 0.22
H 0.765 -3.517 -1.562 0.26
H 2.381 -2.305 -1.689 0.27
H 5.603 -1.506 -1.293 0.21
H 5.117 -0.120 -2.268 0.20
H 4.995 -2.114 -3.493 0.50
H 4.683 0.765 0.192 0.25
H 2.804 1.131 1.742 0.23
O -1.625 2.439 5.038 -0.48
C -1.421 1.995 3.959 0.78
O -1.094 0.722 3.722 -0.73
C -1.597 2.881 2.716 -0.91
P -1.046 2.038 1.237 1.44
C 0.264 2.919 0.449 -0.39
C 1.225 3.433 1.338 -0.19
C 2.319 4.116 0.845 -0.20
C 2.469 4.282 -0.528 -0.13
C 1.534 3.759 -1.410 -0.18
C 0.437 3.063 -0.933 -0.18
C -2.415 1.354 0.377 -0.49
C -3.405 0.805 1.214 -0.19
C -4.539 0.250 0.654 -0.13
C -4.690 0.231 -0.729 -0.14
C -3.699 0.744 -1.558 -0.19
C -2.550 1.289 -1.017 -0.14
H -1.062 3.818 2.856 0.31
H -2.661 3.102 2.621 0.31
H 1.112 3.311 2.409 0.23
H 3.053 4.522 1.528 0.25
H 3.319 4.832 -0.912 0.25
H 1.657 3.892 -2.476 0.25
H -0.278 2.674 -1.635 0.22
H -3.293 0.818 2.291 0.24
H -5.306 -0.165 1.293 0.24
H -5.590 -0.183 -1.164 0.25
H -3.822 0.719 -2.633 0.25
H -1.794 1.673 -1.676 0.22
```


# 3
The following is a DFT calculation (wB97M-V/def2-TZVPD) of a structure of composition C26H24B2F4N8O6SeY.

The value obtained for the maximum force is 0.53 eV/A. The value obtained for the HOMO energy (alpha / beta) is -4.93 / -5.30 eV. The HOMO-LUMO gap (alpha / beta) is 6.74 / 5.57 eV. The total charge is -1. For the relative energy (zero: lowest compared OMol25 entry of this formula, charge and spin), the calculation gives 57.4 kJ/mol.

The geometry in XYZ format:
```
72
Properties=species:S:1:pos:R:3:lowdin_charge:R:1
Y -0.552 0.160 -0.266 1.31
O 0.284 4.046 -2.702 0.07
C -0.246 3.165 -2.041 -0.44
N 0.316 1.973 -1.713 0.04
C 1.642 1.780 -1.716 -0.21
C 2.612 2.778 -1.455 0.00
C 3.937 2.449 -1.434 -0.07
C 4.362 1.123 -1.689 -0.08
C 3.461 0.129 -1.955 -0.02
C 2.075 0.419 -1.964 -0.22
N 1.086 -0.470 -2.134 0.07
C 1.264 -1.621 -2.837 -0.42
O 2.196 -1.857 -3.596 0.06
C 0.145 -2.611 -2.684 -0.19
C 0.219 -3.787 -3.418 0.00
C -0.776 -4.735 -3.265 -0.06
C -1.809 -4.464 -2.385 -0.04
C -1.801 -3.257 -1.704 -0.19
N -0.852 -2.339 -1.843 0.06
C -1.663 3.330 -1.559 -0.19
C -2.368 4.458 -1.958 0.01
C -3.630 4.676 -1.435 -0.06
C -4.129 3.766 -0.517 -0.05
C -3.360 2.661 -0.191 -0.19
N -2.161 2.429 -0.714 0.00
H 2.274 3.783 -1.251 0.12
H 4.675 3.209 -1.213 0.10
H 5.421 0.893 -1.666 0.10
H 3.778 -0.884 -2.152 0.11
H 1.061 -3.929 -4.079 0.11
H -0.744 -5.666 -3.818 0.10
H -2.605 -5.176 -2.214 0.10
H -2.599 -3.025 -1.011 0.05
H -1.902 5.137 -2.657 0.11
H -4.210 5.542 -1.728 0.10
H -5.098 3.908 -0.057 0.10
H -3.724 1.923 0.514 0.07
C 3.661 0.809 2.288 0.00
C 2.431 0.311 1.596 -0.24
N 1.314 0.929 1.590 0.05
O 1.250 2.045 2.344 0.05
B -0.012 2.796 2.112 -1.11
F 0.061 3.973 2.812 0.17
F -0.086 3.000 0.716 0.12
O -1.239 2.092 2.574 0.04
N -1.439 0.883 1.994 -0.01
C -2.203 0.076 2.625 -0.26
C -2.936 0.435 3.880 0.00
C -2.210 -1.318 2.132 -0.30
N -1.192 -1.632 1.425 -0.02
O -1.104 -2.933 1.077 0.01
B 0.309 -3.441 1.016 -1.10
F 0.230 -4.738 0.555 0.16
F 0.859 -3.373 2.314 0.12
O 1.196 -2.698 0.075 0.01
N 1.305 -1.384 0.449 -0.02
C 2.404 -1.041 0.993 -0.26
C 3.564 -1.968 1.167 0.00
C -3.239 -2.327 2.523 0.00
H 3.468 1.800 2.688 0.08
H 3.941 0.140 3.104 0.09
H 4.492 0.857 1.582 0.08
H -2.787 1.491 4.089 0.08
H -4.001 0.231 3.769 0.08
H -2.558 -0.154 4.718 0.10
H 3.412 -2.838 0.535 0.09
H 4.500 -1.471 0.913 0.08
H 3.612 -2.305 2.205 0.10
H -4.041 -1.897 3.115 0.07
H -3.654 -2.763 1.613 0.08
H -2.755 -3.136 3.072 0.10
Se -3.132 -0.365 -1.153 0.14
```


# 4
The following is a DFT calculation (wB97M-V/def2-TZVPD) of a structure of composition C26H24BN10RbS2.

The value obtained for the maximum force is 0.49 eV/A. The value obtained for the HOMO energy is -6.93 eV. The HOMO-LUMO gap is 6.29 eV.

The geometry in XYZ format:
```
64
Properties=species:S:1:pos:R:3:nbo_charge:R:1
Rb 0.459 1.528 -0.172 0.92
C -2.368 -0.807 -3.540 0.00
C -2.079 0.235 -2.667 0.03
N -1.993 0.045 -1.362 -0.40
C -2.183 -1.201 -0.917 0.13
C -2.454 -2.240 -1.801 0.00
N -2.554 -2.045 -3.112 -0.36
C -2.077 -1.439 0.553 0.19
C -2.895 -2.370 1.179 -0.25
C -2.753 -2.590 2.545 0.10
C -1.786 -1.854 3.217 -0.25
C -1.022 -0.930 2.514 0.19
N -1.163 -0.720 1.208 -0.42
C 0.006 -0.109 3.210 0.12
C 0.834 -0.658 4.181 0.00
N 1.758 0.057 4.812 -0.36
C 1.851 1.334 4.465 0.01
C 1.030 1.894 3.493 0.02
N 0.111 1.174 2.858 -0.40
C -3.613 -3.559 3.260 -0.04
C -4.942 -3.751 2.898 -0.25
C -5.707 -4.666 3.604 0.05
N -5.246 -5.389 4.619 -0.40
C -3.974 -5.205 4.960 0.05
C -3.127 -4.311 4.325 -0.25
H -2.440 -0.634 -4.607 0.20
H -1.906 1.241 -3.030 0.20
H -2.571 -3.256 -1.444 0.20
H -3.627 -2.914 0.598 0.23
H -1.648 -1.947 4.286 0.23
H 0.763 -1.709 4.437 0.20
H 2.602 1.935 4.961 0.21
H 1.135 2.931 3.202 0.22
H -5.397 -3.184 2.097 0.22
H -6.746 -4.821 3.337 0.20
H -3.606 -5.803 5.786 0.20
H -2.098 -4.233 4.650 0.22
C 5.322 -0.082 0.257 -0.40
N 4.785 0.864 -0.695 -0.37
C 5.129 0.946 -2.028 -0.08
C 4.431 1.979 -2.535 -0.04
N 3.654 2.526 -1.533 -0.52
B 2.737 3.749 -1.735 0.20
N 1.675 3.481 -2.922 -0.52
C 1.155 4.590 -3.556 -0.04
C 0.374 4.186 -4.580 -0.11
N 0.405 2.804 -4.568 -0.38
C -0.249 1.957 -5.541 -0.42
C 1.207 2.377 -3.550 0.27
S 1.457 0.726 -3.164 -0.45
C 3.905 1.849 -0.395 0.29
S 3.344 2.118 1.200 -0.47
H 6.015 -0.735 -0.268 0.20
H 4.517 -0.669 0.695 0.22
H 5.838 0.440 1.062 0.22
H 5.820 0.263 -2.485 0.22
H 4.401 2.359 -3.540 0.23
H 2.127 4.003 -0.727 -0.05
H 3.389 4.688 -2.118 -0.05
H 1.407 5.582 -3.228 0.23
H -0.194 4.744 -5.303 0.22
H 0.123 2.179 -6.541 0.21
H -1.328 2.118 -5.517 0.19
H -0.021 0.924 -5.289 0.25
```